No. 1
The following is a DFT calculation (the ωB97M-V functional and the def2-TZVPD basis) of 9 unconnected molecules or ions with the total composition C9H18Cl18 in a non-equilibrium geometry.

Element x y z (Å)
C -3.86 -17.34 -12.22
Cl -4.74 -18.13 -10.90
Cl -2.18 -17.07 -11.89
H -4.06 -18.06 -12.99
H -4.37 -16.44 -12.41
C -5.64 -17.24 -6.22
Cl -6.95 -16.52 -7.16
Cl -4.89 -15.96 -5.18
H -6.14 -18.00 -5.61
H -4.85 -17.73 -6.80
C -0.56 -12.32 -2.41
Cl 1.16 -12.29 -2.83
Cl -1.66 -13.39 -3.41
H -0.61 -12.63 -1.43
H -0.87 -11.34 -2.54
C 0.09 -13.35 -6.65
Cl -0.29 -11.76 -7.46
Cl 0.25 -14.61 -7.99
H 0.99 -13.38 -6.04
H -0.75 -13.63 -6.03
C 1.44 -19.43 -11.79
Cl 2.25 -18.26 -12.84
Cl -0.19 -19.89 -12.33
H 1.97 -20.36 -11.66
H 1.26 -19.00 -10.83
C 4.66 -14.15 -7.95
Cl 4.51 -12.86 -6.79
Cl 4.41 -15.70 -7.11
H 3.87 -14.00 -8.69
H 5.74 -14.26 -8.24
C -2.91 -21.48 -9.63
Cl -3.80 -20.62 -8.43
Cl -3.92 -21.83 -11.11
H -2.07 -20.88 -9.99
H -2.57 -22.47 -9.32
C -2.03 -17.39 -8.13
Cl -2.23 -17.73 -6.41
Cl -0.79 -18.46 -8.74
H -2.96 -17.55 -8.63
H -1.69 -16.37 -8.31
C -3.83 -13.63 -7.53
Cl -4.96 -12.55 -6.72
Cl -3.42 -13.00 -9.11
H -2.83 -13.93 -6.97
H -4.42 -14.55 -7.69

Output
Structure (SMILES): ClCCl.ClCCl.ClCCl.ClCCl.ClCCl.ClCCl.ClCCl.ClCCl.ClCCl
Gap between HOMO and LUMO: 11.038 eV
Charge: 0

=====

No. 2
The following is a DFT calculation (the ωB97M-V functional and the def2-TZVPD basis) of a molecular structure, C9H18Cl2OTb in a non-equilibrium geometry.

Element x y z (Å)
Tb -0.36 0.16 1.64
Cl 1.45 1.86 0.90
Cl -1.01 -2.24 1.49
C -1.20 0.62 3.57
H -2.20 0.05 3.67
H -1.57 1.68 3.72
C -1.30 -0.25 -1.34
C -1.78 0.44 -0.32
H -1.28 -1.34 -1.14
C -1.69 1.93 -0.32
H -2.23 -0.07 0.57
C -1.97 2.50 -1.75
H -2.33 2.47 0.42
H -0.60 2.13 -0.10
C -1.03 1.77 -2.78
H -3.05 2.29 -1.98
H -1.77 3.61 -1.76
C -1.01 0.25 -2.73
H -1.33 2.13 -3.78
H -0.01 2.09 -2.55
H -1.73 -0.20 -3.46
H 0.04 -0.05 -3.00
C 3.90 -2.86 1.12
C 2.46 -2.49 1.42
O 2.01 -1.18 1.04
H 4.14 -2.86 0.05
H 4.06 -3.88 1.48
H 4.62 -2.22 1.65
H 1.77 -3.17 0.90
H 2.24 -2.57 2.49
H 2.77 -0.59 0.87

Output
Gap between HOMO and LUMO (alpha / beta): 5.491 / 4.633 eV
2S+1: 7
Charge: -1

=====

No. 3
The following is a DFT calculation (the ωB97M-V functional and the def2-TZVPD basis) of 5 unconnected molecules or ions with the total composition C9H18Cl6O2 in a non-equilibrium geometry.

Element x y z (Å)
C -1.21 3.77 -10.53
Cl -1.45 4.09 -8.81
Cl -0.40 5.21 -11.23
H -0.51 2.96 -10.65
H -2.16 3.55 -11.01
C 0.30 0.77 -7.57
Cl -0.78 1.11 -6.23
Cl 0.64 -1.00 -7.69
H -0.17 1.09 -8.48
H 1.27 1.24 -7.46
C -2.51 7.79 -9.09
Cl -2.73 8.12 -7.36
Cl -3.96 7.95 -10.06
H -1.74 8.45 -9.47
H -2.16 6.76 -9.15
C -0.01 8.33 -12.70
C -0.65 9.68 -12.85
O -1.13 10.22 -11.87
C -0.72 10.29 -14.24
H 1.08 8.28 -12.63
H -0.25 7.63 -13.51
H -0.36 7.92 -11.75
H -0.44 9.49 -14.93
H 0.01 11.10 -14.25
H -1.67 10.71 -14.54
C 4.12 4.08 -9.81
C 2.85 3.92 -9.02
O 2.38 2.83 -8.78
C 2.23 5.18 -8.48
H 4.57 3.14 -10.16
H 4.94 4.56 -9.27
H 3.94 4.64 -10.73
H 1.86 5.01 -7.47
H 1.36 5.36 -9.12
H 2.94 6.00 -8.54

Output
Structure (SMILES): CC(C)=O.CC(C)=O.ClCCl.ClCCl.ClCCl
Gap between HOMO and LUMO: 10.229 eV
Charge: 0

=====

No. 4
The following is a DFT calculation (the ωB97M-V functional and the def2-TZVPD basis) of a molecular structure, C9H18IrOP in a non-equilibrium geometry.

Element x y z (Å)
C -1.03 -0.91 -2.70
C -1.25 0.22 -3.49
C -0.66 1.44 -3.16
C 0.47 1.47 -2.29
C 1.30 0.32 -2.14
Ir -0.07 -0.47 -1.18
P 0.43 -2.62 -0.70
H -1.54 -1.85 -2.97
H -1.96 0.15 -4.31
H -1.00 2.37 -3.63
H 2.39 0.31 -2.07
H 0.80 2.42 -1.83
H 1.78 -2.83 -0.31
H 0.23 -3.59 -1.73
H -0.23 -3.21 0.43
C -1.57 -0.60 2.58
C -1.11 0.49 1.62
O 0.11 0.16 0.93
C 1.25 0.23 1.82
C 1.54 1.63 2.32
H -1.38 -1.62 2.21
H -2.64 -0.46 2.72
H -1.11 -0.49 3.57
H -1.85 0.67 0.82
H -0.89 1.43 2.16
H 1.02 -0.43 2.67
H 2.10 -0.19 1.27
H 0.83 1.95 3.09
H 2.54 1.63 2.76
H 1.52 2.37 1.51

Output
Gap between HOMO and LUMO (alpha / beta): 5.090 / 7.159 eV
2S+1: 5
Charge: 0

=====

| no. | energy (eV) |
| --- | --- |
| 1 | -235027.9269 |
| 2 | -59150.7883 |
| 3 | -88854.1624 |
| 4 | -23791.0903 |